{
  "formula": "C6H4O",
  "method": "the ωB97M-V functional and the def2-TZVPD basis",
  "e_above_lowest_kj_mol": 313.05,
  "largest_force_ev_per_a": 0.51,
  "smiles": "C#CC#C[C@H]1CO1",
  "orbital_gap_ev": 10.32,
  "total_energy_ha": -306.0923,
  "lumo_energy_ev": 0.86,
  "species": ["C", "C", "C", "C", "C", "C", "O", "H", "H", "H", "H"],
  "coordinates": [[-1.686364, 2.250880, -2.510356], [-1.139880, 1.704287, -1.584275], [-0.541967, 1.028919, -0.536544], [-0.051217, 0.378849, 0.356742], [0.387401, -0.563278, 1.367358], [1.179797, -1.729585, 0.950054], [1.770059, -0.665019, 1.671419], [-2.184287, 2.719314, -3.331782], [-0.270419, -0.653151, 2.232006], [1.480797, -1.798118, -0.094861], [1.056081, -2.673099, 1.480239]],
  "forces_ev_per_a": [[0.169, -0.195, 0.325], [-0.156, 0.199, -0.300], [0.159, -0.245, 0.324], [-0.268, 0.192, -0.393], [-0.257, 0.038, -0.051], [-0.077, -0.261, -0.133], [0.169, 0.157, 0.037], [0.132, -0.061, 0.178], [0.109, 0.006, -0.160], [-0.073, -0.008, 0.181], [0.092, 0.179, -0.009]]
}